202
Properties=species:S:1:pos:R:3 method="wB97M-V/def2-TZVPD" charge=+2 homo_ev=-14.566
H -6.9711 -5.6874 0.5151
C -0.1413 0.2715 -1.5510
H 5.1399 6.1098 -5.0092
H 4.4397 3.8471 0.3729
H -2.3339 5.0023 -0.4881
H 5.1578 -4.3273 1.2385
H 6.2348 6.2259 -3.6318
C -3.0611 -7.3500 2.9594
C 6.4485 -6.8483 0.5535
C -6.3972 3.4778 -0.0953
H 6.8765 -3.8482 1.3372
H 1.8329 5.6190 -1.7098
C 4.9784 7.0873 1.6654
H 5.4750 4.6636 -3.9858
C -2.8028 7.0534 1.4316
H 5.7458 -1.9242 -1.7716
H 0.8058 1.9924 -2.3561
As 1.5517 -5.2740 0.7823
C -5.3296 -0.5329 -4.8680
H 4.1379 7.0800 2.3604
H -6.4971 -6.9735 -0.6523
C 4.1056 4.8218 0.7021
H -3.3821 -2.0352 -4.5930
H -1.2420 -7.0624 1.1938
H -0.4695 -0.7347 -1.8429
C -4.8891 -5.7453 0.0294
H -2.6884 -0.1586 -3.6247
H -7.8405 -0.1469 -3.9764
H -4.9359 -2.8284 -4.0664
C 1.9234 -1.0540 1.3542
F -0.1165 -4.8653 0.1709
H 7.2346 -1.4637 -0.8597
H -4.2140 6.4726 3.0560
H -1.6094 4.0158 2.4025
H -0.7117 6.4323 1.6756
H 1.4449 1.1135 -0.3203
H -2.4790 6.1228 3.3120
H 5.8371 -1.6539 1.1446
H 2.3407 1.7147 3.3431
C -2.2156 -6.9901 0.7165
H 2.3667 -1.6507 0.5674
F 1.7211 5.9067 5.8004
H 2.9795 0.8684 1.1278
H 5.2818 7.9095 -0.3626
C -3.6241 0.0205 -3.1178
H -5.7705 1.0682 -2.1150
C 4.4724 7.7854 0.3632
H 1.2260 0.5827 -3.2059
H -3.9543 1.0413 -3.2380
F 1.2426 6.9860 3.5960
H 5.6635 -7.3651 -0.0068
H -4.2541 5.3393 0.2839
C -3.2564 6.2135 2.5798
C -3.3133 -2.7918 -2.6147
H -3.9544 -7.1629 3.5458
C 7.5932 -7.8299 0.9020
H -6.6562 -5.2801 -1.1031
F 3.3200 1.5496 -3.4238
H -1.0131 0.6850 0.8799
H -1.3170 -4.5812 3.7066
H -5.2726 -1.2468 -1.4962
C -0.1648 -1.7865 0.3592
C 1.7758 0.8731 2.9293
H 1.5960 -1.7397 2.1220
C 5.6799 -2.3803 0.3525
H 5.5241 5.0287 2.2789
H 8.3734 -7.3128 1.4660
H -0.2026 -2.4176 1.2339
H -7.2486 0.0986 -1.5853
F 3.2255 5.5982 3.8374
H -6.6355 0.9561 -5.6910
H -0.9995 -6.9142 2.9616
H -2.9124 -5.0534 4.3454
H 6.1440 5.5248 0.6542
C -2.8270 -4.1961 -3.0100
N 6.2859 -4.5371 -0.4856
F 3.1959 -5.6400 1.4684
F 1.8271 -6.2316 -0.6393
C -1.8457 -6.7813 3.6257
C 5.0092 -4.8414 -1.2459
H -0.7334 -0.2938 2.2644
H -2.9801 4.1243 4.0124
C -1.4621 6.4249 0.8867
F 3.7776 -0.3542 -1.9143
C -1.6946 4.9864 0.3859
C -5.7947 -1.0776 -2.4192
F 3.9010 1.9675 -1.0662
H 4.1286 8.8098 0.5356
N -4.6809 -0.9576 -3.5242
F 2.1401 -3.8420 -0.0604
H -4.7566 4.3760 3.8053
F -5.6221 -0.0605 0.6065
H 4.8801 4.4523 -1.7655
F 1.2479 -4.2401 2.1809
H -4.4972 -0.4845 -5.5633
H 8.0935 -3.7145 -0.9039
H 3.5761 -0.2333 2.3381
H 5.8115 7.6058 2.1517
H 5.3294 -5.2339 -2.2095
H -2.3011 -4.2658 -3.9499
H -2.5920 3.0941 1.2973
H -3.0534 -8.4094 2.6795
H -3.6748 -4.8946 -2.9730
H -2.6094 8.0456 1.8512
H 3.2523 4.8363 1.3639
As -4.2472 -0.7972 1.5060
H 4.4219 -5.5321 -0.6648
H -6.7704 2.4582 -0.2582
H -5.9805 -1.3815 -5.1048
H 7.2651 -8.5533 1.6360
C 2.3573 4.9694 -1.0093
C 1.0376 0.1462 -0.5457
F 5.4809 0.1965 -3.6681
H -2.4622 -2.1284 -2.4136
H -3.5903 7.1044 0.6790
As 4.6697 1.0874 -2.4067
F 0.8789 -6.6749 1.5963
H -0.7064 4.5548 0.1901
H 7.0633 -3.8283 -2.3413
H -5.3977 1.5953 -4.5280
N 0.6468 -0.5748 0.7079
F 1.6790 3.6285 4.6284
H -3.9592 2.9260 3.1203
H -1.6889 -7.3290 4.5462
C 6.4417 -2.1884 -0.9616
H -6.1670 3.7625 -1.1124
H 1.8075 4.8484 -0.0783
H 5.6138 5.9189 -1.3420
H 3.2980 5.5374 -3.2539
H -0.0548 2.0934 2.8020
H 4.0770 7.0868 -2.8498
H -2.5170 -7.9631 0.3191
F -5.3292 -1.4724 2.6817
C 3.3072 7.0052 -0.2207
C 2.6443 0.1530 1.8847
H -1.1827 -1.4500 0.1649
H -3.7622 -4.5638 2.2284
C -3.8347 3.9754 3.3624
C -2.2582 4.1098 1.5266
F -4.2973 -2.3001 0.5779
C -2.1487 -5.2616 3.5983
F 1.3050 4.6409 2.4694
H -5.2704 2.7823 1.5630
N 3.6144 5.5983 -0.5497
H 8.0836 -8.2988 0.0567
C -2.7968 -5.0719 2.1962
H -5.2371 -6.2741 2.0225
C 7.0879 -3.5550 -1.2876
C 5.3099 5.7443 -3.9878
H 4.6198 -2.2074 0.2780
H -0.4412 1.4063 -3.4196
C -6.1102 0.8029 -4.7429
H 2.9777 7.4433 -1.1654
F -2.8489 -1.4923 2.3801
H -3.9035 -2.9224 -1.7069
F 5.4773 2.6285 -2.7933
H 0.2739 -2.3259 -0.4785
H 1.7516 -0.4952 -1.0226
F 5.8935 0.6072 -1.3038
H 2.5109 6.9413 0.5137
H 1.3467 0.2208 3.7042
C 4.2290 6.0220 -2.9774
C -5.0802 3.3834 0.6865
C -4.5674 -6.5987 1.2181
H -2.1064 -4.7438 1.4217
H -4.2354 -6.0303 -0.7908
F -0.2995 5.1396 4.3254
H 7.9295 -5.3741 0.3309
C -6.3226 -5.9464 -0.3056
H -0.9503 7.0975 0.1733
H -7.1503 4.0058 0.4640
C -6.4972 0.2923 -2.3358
H 2.4718 3.9809 -1.4278
C -7.1715 0.6452 -3.6302
C 4.6533 5.4990 -1.6262
H -2.2462 -4.5386 -2.1778
F -3.2061 -0.1244 0.1753
C -4.6173 4.7950 1.1533
H 5.9513 -6.4849 1.4490
H -4.7485 -7.6409 0.9632
H 4.4598 -3.9119 -1.4321
F -4.0226 0.7463 2.2960
H -5.4757 5.3486 1.5829
C 0.3617 1.0659 -2.7755
H -7.6525 1.6156 -3.4898
C 7.1041 -5.7406 -0.2589
H 7.3705 -6.0752 -1.2633
C 0.5600 1.4754 2.1504
As 1.4716 5.3454 4.1816
H -4.6626 -4.7011 0.2409
N -3.1310 -6.5154 1.7819
H 0.9348 2.0820 1.3126
H -2.1107 -6.1786 0.0386
C 5.9579 -3.7932 0.7509
C 5.3204 5.5692 1.3584
H -0.9787 0.7660 -1.0719
H -4.3178 2.8226 0.1446
C -4.0592 -2.2502 -3.7816
H -6.4159 -1.9049 -2.7751
C -0.2271 0.3523 1.5535
N -3.4997 4.7593 2.1528
H -3.3539 -0.1630 -2.0789

***

18
Properties=species:S:1:pos:R:3 method="wB97M-V/def2-TZVPD" charge=0 relative_energy_kcal_mol=54.9 homo_ev=-9.573
H 2.5187 -1.1349 -1.7350
H 3.3799 -0.3200 0.3443
H -1.1674 1.1792 0.9127
C -1.9311 1.3467 0.1570
O 0.6566 -1.2799 -0.8649
H 1.5009 -0.6397 2.0502
N 1.4160 -0.7068 1.0512
C 2.3491 -0.0166 0.1557
C 1.8187 -0.4918 -1.1981
H -1.4595 1.4441 -0.8189
C -2.9098 0.1835 0.1028
H -2.4772 2.2603 0.3698
H 1.4953 0.3188 -1.8533
C 0.4761 -1.3907 0.4244
O -2.4174 -1.0340 0.3231
H 2.2655 1.0673 0.2868
O -4.0787 0.3376 -0.1328
H -1.4359 -1.1230 0.4251

***

18
Properties=species:S:1:pos:R:3 method="wB97M-V/def2-TZVPD" charge=0 relative_energy_kcal_mol=24.5 homo_ev=-9.042 smiles="CC(=O)N(C)C.O"
H 3.3528 1.4877 2.3112
H 1.6581 3.1760 1.8249
H 2.2380 1.5959 3.7094
H 0.0112 2.5695 1.4657
N 1.4179 1.0510 1.7797
H -0.8642 0.6681 0.1529
C 0.0000 0.0000 0.0000
H 1.3068 2.4247 0.2370
C 0.7156 -0.0875 1.3798
O -2.7063 1.7481 -1.5281
H 2.7030 -0.0062 3.0564
C 1.0876 2.3802 1.3171
H 0.6666 0.4536 -0.7526
H -3.5366 1.5286 -2.0085
O 0.6534 -1.1382 2.0676
H -2.7898 1.2847 -0.6640
C 2.4655 1.0365 2.7863
H -0.3658 -0.9648 -0.3899

***

20
Properties=species:S:1:pos:R:3 method="wB97M-V/def2-TZVPD" charge=0 relative_energy_kcal_mol=55.1 homo_ev=-8.521 smiles=CN(N)[C@@H](O)C(N)N
H 2.1847 1.5972 -1.2582
N -1.1655 0.2583 0.2402
N 1.5822 0.7829 -1.1881
H 3.2389 0.7526 0.6740
C -2.2641 -0.4869 0.8732
H -3.2062 0.0655 0.7836
H 0.1612 -0.9836 1.3704
H -1.2511 -0.2865 -1.7608
H -2.0674 -0.6126 1.9438
O 0.2032 -1.5687 -0.6065
N -1.4929 0.5134 -1.1620
H -2.4099 -1.4759 0.4245
C 1.2955 0.5001 0.2086
H 0.6864 1.0702 -1.6029
H -2.4911 0.6179 -1.3588
H 1.0174 -1.3088 -1.0950
H 0.8345 1.3927 0.7536
N 2.5550 0.0048 0.7105
H 2.4842 -0.2980 1.6791
C 0.1051 -0.5346 0.3709

***

80
Properties=species:S:1:pos:R:3 method="wB97M-V/def2-TZVPD" charge=+2 relative_energy_kcal_mol=0.0 homo_ev="-13.106 / -13.811" multiplicity=3 s_squared=2.07
H 2.0572 1.5819 -3.2146
H 1.4614 -6.0266 0.5546
C 1.3996 -4.9297 0.6767
H 2.1899 -0.6756 2.6742
H -4.5745 1.1541 5.9312
H 1.9576 3.5974 0.0469
C 3.0741 -3.0332 1.2740
H -3.0261 0.3072 4.1594
C -4.3516 1.7740 5.0622
C -3.2016 2.0993 2.9494
H -2.5189 1.8805 -4.2480
C 2.6786 -4.4689 1.4434
H 4.9612 -2.7324 -1.4862
H 4.5764 -1.6862 0.6487
C -1.5419 1.1710 1.1224
C -1.3142 1.9808 -2.4772
H 2.4696 0.3635 -1.5738
H -5.1124 4.8277 3.7092
H -0.0813 -3.0162 -2.3891
H 2.4720 -4.6212 2.5142
C -2.1282 1.2123 -3.4699
H 3.4501 0.9471 -0.1956
H 1.0740 2.4317 -4.4062
H -3.0602 -2.0404 -1.2073
P 1.3552 0.1299 0.5816
C 0.4754 2.9986 -1.3801
C -0.4288 -1.9859 -2.5149
H 0.6853 0.7558 -4.0090
C 1.8431 3.4967 -1.0387
H -3.9136 2.3661 -1.7243
H 2.6609 -2.3521 2.0312
C 1.8121 0.2779 2.2869
H 1.2795 -2.1875 -0.0419
H 3.8942 -4.5098 -2.4429
C -2.3476 -2.0114 -0.3689
H 3.6080 -5.3608 -0.9357
H -1.2653 3.7670 1.3156
C 3.5409 -4.3697 -1.4080
H 0.1267 4.7081 0.7304
H 0.3486 -1.4078 -3.0318
H -5.6154 3.4172 5.7164
H -1.3326 -1.9907 -3.1392
C 4.0106 -2.5974 0.4178
H -3.5825 3.9696 -1.0432
C 1.1500 -4.2753 -0.6418
H 3.5117 -5.1499 1.2012
H 2.6197 2.8286 -1.4180
H 0.0926 -1.9028 1.2648
H 0.5292 -4.7570 1.3287
C 1.0336 1.7037 -3.5830
C -3.2838 2.9179 -1.0253
H 3.2785 -0.8018 -0.5114
C -2.3403 1.6864 1.9346
H 2.0188 4.4880 -1.4759
H 0.0924 -4.2410 -0.9317
C 0.5074 -1.5054 0.3243
Mo -0.5039 1.1710 -0.5714
H -1.5167 5.1486 0.2390
C 4.5559 -3.4063 -0.7130
C -0.7447 3.3993 -0.7198
C -0.8511 4.3079 0.4583
C 2.7599 0.1614 -0.5343
H -3.4564 2.5339 -0.0139
H -1.5335 0.4381 -3.9642
H -3.5782 3.9966 1.9479
C -4.6611 3.8395 3.8230
H -2.7845 -1.4147 0.4438
C -3.8044 3.3828 2.8293
C 0.1173 2.1636 -2.4997
C -4.9415 3.0441 4.9431
C 2.1284 -3.8872 -1.4859
H -2.1288 -3.0300 -0.0225
H 2.5883 1.0520 2.3750
C -1.8450 2.7721 -1.3923
H 5.4150 -4.0133 -0.3717
H 1.9082 -3.2550 -2.3562
C -3.4901 1.2937 4.0804
P -0.8442 -1.2315 -0.9447
H -2.9911 0.7438 -2.9813
H 0.9270 0.5866 2.8646

***

38
Properties=species:S:1:pos:R:3 method="wB97M-V/def2-TZVPD" charge=+1 relative_energy_kcal_mol=22.4 homo_ev=-13.271
H 0.0744 1.9499 -3.1090
O -2.1270 0.4874 -1.8048
H 1.7836 0.3013 0.6926
H -0.5565 0.2135 -0.6542
H -0.9590 1.8188 -0.6060
H 3.6578 0.5879 -1.4656
H 1.4225 1.3797 3.6278
O -0.4130 2.7529 -2.8230
H 2.0364 -1.4415 2.5199
H -1.1361 0.3730 1.4042
N -0.2356 1.1107 -0.2849
H -0.5087 3.2729 -3.6255
H -1.1209 -1.5361 -0.9693
H -0.3778 1.9096 1.7813
O -0.1371 -1.5217 -1.0240
O -2.7322 -1.9710 -0.4151
H 0.5627 -1.8245 1.5782
H 0.4246 -0.9212 2.9509
H 0.7149 -0.4632 -2.3594
O 1.4878 0.0703 -2.5958
O 3.6350 -0.3536 -1.6429
H -2.6094 -1.8845 0.5769
H 1.8406 2.3584 2.2764
H -2.2593 1.0121 -2.6175
H -2.9983 -2.6734 2.6835
H 2.1395 -0.4388 -3.0767
H 0.6465 1.4633 -0.7249
H 2.9625 1.1005 2.7031
C 1.1840 0.4041 1.6040
H -3.1908 -2.7828 -0.6257
C 1.8626 1.3114 2.5934
C -0.2472 1.0115 1.2142
H -3.0893 0.2089 -1.6535
O -3.2556 -1.8993 2.1421
H 4.3856 -0.4528 -2.2462
H -4.2158 -1.9606 2.1406
H 0.2670 -1.9295 -0.2592
C 1.0815 -1.0436 2.0938

***

17
Properties=species:S:1:pos:R:3 method="wB97M-V/def2-TZVPD" charge=0 relative_energy_kcal_mol=101.0 homo_ev=-8.384
O 2.6450 0.2205 0.9377
N -0.0207 0.7956 -0.4029
H -1.6039 0.2625 2.1639
H 0.0048 -0.1065 2.7340
H 0.8504 1.4321 -0.4442
C 0.1260 -0.4227 0.1885
H -2.0374 0.6115 -1.3745
C -0.7834 -0.4704 2.1156
H -1.4069 2.0791 -1.0947
O 2.1207 -2.1754 0.8185
H 2.8014 -0.3097 -1.6305
C -0.9941 1.1642 -1.4114
S 1.9145 -0.8667 0.3216
O 2.1734 -0.8795 -1.2862
H -0.9429 -1.5538 2.3147
H -0.5453 1.1858 -2.3722
H -0.3007 -1.3735 -0.3316

***

66
Properties=species:S:1:pos:R:3 method="wB97M-V/def2-TZVPD" charge=0 relative_energy_kcal_mol=47.3 homo_ev="-6.476 / -6.475" multiplicity=2 s_squared=0.75
C -4.1578 1.5101 -0.6829
H 4.9914 1.7061 0.4545
H 0.9039 -2.3847 -1.1676
C 2.7707 -0.3538 -0.4706
H -1.7419 1.1229 -4.6994
C -1.1866 -0.5067 4.9227
H 3.0040 0.8030 -2.6638
Cl 0.6649 2.3888 0.9665
C 3.8993 1.5662 0.5247
H -1.9976 -0.8523 2.9351
C -2.1599 0.2534 -1.7207
H 0.0576 0.9681 7.5011
N 3.4436 0.7887 -0.6108
H 0.9013 2.3371 -1.5391
Cl -2.3609 0.5089 0.8804
C -0.0916 -0.0420 5.6328
C -1.0243 -4.7600 0.3446
H 0.7419 -0.6546 7.4943
H 1.5286 -4.3282 -1.8757
H 2.8145 -1.0579 -1.3135
H -4.5101 0.5149 -0.3924
H -0.5688 -5.3476 1.1583
H 0.1992 4.9839 -4.8943
C 0.2195 -2.8247 -0.4084
C 0.6460 3.7805 -3.1608
H -2.1383 -1.4636 -0.3855
H -1.6785 -3.9856 0.7605
C 1.0061 0.4156 3.5468
C -2.8201 1.4141 -1.4059
H -1.6020 -5.4378 -0.3023
H -3.6607 -1.2180 -1.2802
H 1.3259 -5.7431 -0.7761
H 3.2419 2.4171 -1.8983
H -1.0047 -0.4356 7.5222
N -0.0740 -0.0234 2.9511
H -2.3523 2.3906 -1.6926
C -0.7090 0.3051 -2.3226
C 0.7957 -4.9625 -1.3468
H 3.6268 1.0463 1.4545
N 0.0225 -4.1403 -0.4595
H 3.3947 2.5455 0.4959
H 1.9129 0.7989 5.4531
H 4.6618 1.3671 -2.2291
H -2.1716 -1.8282 -2.1130
H -0.7371 -0.4967 -3.0850
C -0.4438 1.6434 -3.0627
O 0.2403 0.0625 -1.5752
C -1.1435 -0.4897 3.5207
O -0.4143 -2.1672 0.4582
C 0.0216 4.0414 -4.3780
C -0.8375 3.0795 -4.9403
Yb 0.0603 0.0227 0.6793
H -2.0728 -0.8897 5.4128
H -1.3208 3.2726 -5.8965
H -4.0422 2.1245 0.2224
O 2.1697 -0.6730 0.5995
C 1.0248 0.4307 4.9447
H -4.8820 1.9865 -1.3259
C 3.5991 1.3705 -1.9258
C -2.5743 -1.1506 -1.3726
H 1.3178 4.5062 -2.7036
C -0.0790 -0.0435 7.1288
H 0.1300 -5.4480 -2.0800
H 1.8673 0.7930 2.9747
C 0.4221 2.5659 -2.5011
C -1.0698 1.8772 -4.2812

***

8
Properties=species:S:1:pos:R:3 method="wB97M-V/def2-TZVPD" charge=0 relative_energy_kcal_mol=127.1 homo_ev=-9.292
C 0.3228 -0.8292 -0.1221
O 0.9881 -1.7746 0.1198
F -2.4717 0.7456 0.5324
O -0.9006 -0.6499 -0.0176
H 2.1098 0.3212 0.2595
C -1.8718 0.1094 -0.5180
N 1.0991 0.4857 -0.0549
N 0.7244 1.5917 -0.1991

***

13
Properties=species:S:1:pos:R:3 method="wB97M-V/def2-TZVPD" charge=0 relative_energy_kcal_mol=48.6 homo_ev=-8.975 smiles="F[C@H](Cl)C(=S)N1CC1"
Cl -1.1316 1.5038 1.0003
C -0.2954 -0.0694 1.1603
S -0.6404 -1.5829 -1.1154
H 3.2852 -0.1999 -1.4842
H 0.5713 -0.0696 1.8948
H 0.7057 1.9181 -1.3574
N 1.4528 -0.0786 -0.2903
C 1.6128 1.3873 -0.8758
H 2.3445 2.1440 -0.1974
C 0.2438 -0.5647 -0.1516
C 2.1507 0.0249 -1.5983
F -1.2759 -0.8803 1.7071
H 1.6178 -0.2272 -2.5539

***

18
Properties=species:S:1:pos:R:3 method="wB97M-V/def2-TZVPD" charge=0 relative_energy_kcal_mol=64.6 homo_ev="-9.199 / -9.240" multiplicity=2 s_squared=0.76
N -5.6658 -0.5171 0.4442
H 2.8832 1.5446 -0.0475
C 2.6218 -0.5360 0.5603
C 3.0636 0.5592 -0.4698
H 4.1113 0.3542 -0.7451
H 2.5900 -2.3968 1.5112
H -6.3935 -0.1694 0.9825
H -1.6854 0.7227 -0.4813
H -4.8302 -0.4166 0.9514
C -0.6334 0.4855 -0.6750
H 4.3042 -1.7499 1.4263
C 3.2352 -1.5972 1.1728
H 1.5105 -0.4439 0.5944
S -0.0488 2.2005 -0.8564
H 2.5073 0.5101 -1.4201
H -1.2135 2.8050 -1.3541
H -0.5111 0.1946 -1.6969
H -5.8455 -1.5495 0.1031

***

Table of F_max (eV Å⁻¹), in record order: 3.73 1.30 3.03 1.98 3.08 3.79 3.83 10.17 5.21 5.12 4.28